A.
Density functional theory data (the ωB97M-V functional and the def2-TZVPD basis) for an isolated molecule of C4H10N2O.

Each line ends with the Löwdin charge.
Atoms and positions in Å:
N  1.47050  -1.39189  -1.82997  -0.0115
C  1.09572  -1.03015  -0.47025  -0.2959
C  0.11516  0.13074  -0.43087  -0.1767
C  -0.77995  0.20108  0.80980  -0.3728
N  -0.16663  0.91740  1.92607  0.0466
C  -2.09771  0.84455  0.41494  -0.2249
O  -2.38356  1.99370  0.63446  0.0606
H  1.31750  -0.70197  -2.55132  0.0605
H  2.44410  -1.65606  -1.85921  0.0612
H  1.96005  -0.76675  0.15141  0.1091
H  0.66114  -1.91271  0.00448  0.1074
H  -0.55416  -0.00732  -1.29950  0.1145
H  0.55177  1.09654  -0.69276  0.1271
H  -1.06511  -0.77752  1.19190  0.1326
H  0.82634  1.00047  1.72666  0.0668
H  -0.43803  1.89502  1.98124  0.0686
H  -2.95714  0.16488  0.29293  0.1266

SMILES string   NCC[C@@H](N)C=O
Lowest unoccupied orbital energy   0.90 eV
Highest occupied orbital energy   -9.44 eV
Total charge   0
Molecular weight   102.1 g/mol
Kohn-Sham gap   10.34 eV

B.
Density functional theory data (the ωB97M-V functional and the def2-TZVPD basis) for an isolated molecule of C4H10N2O.

Each line ends with the Löwdin charge.
Atoms and positions in Å:
C  -1.12059  -1.33457  1.03953  -0.0650
C  -0.32084  -0.03223  0.78656  -0.4544
N  0.46113  0.15274  2.00992  0.0029
C  0.55399  -0.25950  -0.47147  -0.1919
N  -0.01599  0.39723  -1.62449  0.0148
C  0.73622  1.42703  -2.15802  -0.3536
O  1.89436  1.64884  -1.89830  0.0306
H  -0.34926  -2.10598  1.07413  0.0818
H  -1.73182  -1.19618  1.93074  0.0670
H  -1.88213  -1.46219  0.26412  0.0728
H  -0.71724  0.91328  0.47948  0.1179
H  -0.25106  0.47544  2.68226  0.0773
H  1.16874  0.91545  1.87369  0.0918
H  1.56948  0.02002  -0.17389  0.1161
H  0.63597  -1.36768  -0.70841  0.1340
H  -0.76088  -0.04220  -2.13937  0.1350
H  0.12992  1.85051  -2.96646  0.1228

SMILES string   C[C@@H](N)CNC=O
Lowest unoccupied orbital energy   0.84 eV
Highest occupied orbital energy   -9.54 eV
Total charge   0
Molecular weight   102.1 g/mol
Kohn-Sham gap   10.38 eV

Most stable: B

A.
Density functional theory data (the ωB97M-V functional and the def2-TZVPD basis) for an isolated ion of composition C2H8N3 and charge +1.

Each line ends with the Löwdin charge.
Atoms and positions in Å:
N  -1.86646  0.26323  0.44774  0.0053
C  -1.15037  0.12103  -0.69829  -0.2217
N  0.12311  -0.74558  -0.28183  0.0793
C  1.33099  -0.46264  0.16784  -0.1754
N  2.01459  0.64166  0.13032  0.1965
H  -2.63881  -0.37270  0.61353  0.1017
H  -1.49579  0.81972  1.29451  0.1547
H  -0.88386  0.97310  -1.26011  0.0956
H  -1.71548  -0.61852  -1.47525  0.1864
H  -0.23498  -1.49755  0.28674  0.1335
H  1.95932  -1.24520  0.71777  0.1872
H  1.64016  1.38674  -0.43855  0.1380
H  2.91758  0.73671  0.49557  0.1189

SMILES string   NCNC=[NH2+]
Lowest unoccupied orbital energy   -3.27 eV
Highest occupied orbital energy   -13.96 eV
Total charge   +1
Molecular weight   74.1 g/mol
Kohn-Sham gap   10.70 eV

B.
Density functional theory data (the ωB97M-V functional and the def2-TZVPD basis) for an isolated ion of composition C2H8N3 and charge +1.

Each line ends with the Löwdin charge.
Atoms and positions in Å:
C  -0.68115  0.74453  1.51638  -0.0123
N  -0.82511  0.07625  0.20659  0.0731
C  0.18082  -0.23019  -0.56511  -0.4349
N  -0.09501  -0.60420  -1.85294  0.1686
N  1.42874  -0.21651  -0.11689  0.2401
H  0.12463  1.46802  1.39504  0.0987
H  -1.60799  1.26319  1.72188  0.0997
H  -0.42308  0.08548  2.34320  0.0998
H  -1.75558  -0.23936  -0.03189  0.1711
H  0.16627  -1.49132  -2.22246  0.1125
H  -0.25403  0.03358  -2.59728  0.1148
H  1.55320  -0.33379  0.87877  0.1295
H  2.18829  -0.55568  -0.67531  0.1395

SMILES string   CNC(N)=[NH2+]
Lowest unoccupied orbital energy   -3.48 eV
Highest occupied orbital energy   -15.35 eV
Total charge   +1
Molecular weight   74.1 g/mol
Kohn-Sham gap   11.87 eV

C.
Density functional theory data (the ωB97M-V functional and the def2-TZVPD basis) for a 2-piece molecular cluster, C2H8N3 overall.

Each line ends with the Löwdin charge.
Atoms and positions in Å:
C  -1.57825  -0.24585  -0.44988  -0.1480
C  -0.56587  1.96994  -0.87556  0.1382
N  -1.34484  -1.04102  0.57201  0.1462
N  1.05246  -0.39773  0.92786  0.0155
N  -1.23231  0.98350  -0.47304  0.1059
H  -2.08857  -0.80491  -1.14325  0.1406
H  -0.92323  2.99455  -0.56954  0.1386
H  0.35873  1.78200  -1.24765  0.0705
H  -1.52731  -2.05538  0.59357  0.1571
H  -0.81616  -0.73937  1.38418  0.0910
H  1.65290  -1.21490  0.91148  0.0567
H  0.86796  0.00254  1.85384  0.0576
H  1.60445  0.35863  0.55343  0.0302

Lowest unoccupied orbital energy   -4.50 eV
Highest occupied orbital energy   -14.28 eV
Total charge   +1
Molecular weight   74.1 g/mol
Kohn-Sham gap   9.78 eV

D.
Density functional theory data (the ωB97M-V functional and the def2-TZVPD basis) for an isolated ion of composition C2H8N3 and charge +1.

Each line ends with the Löwdin charge.
Atoms and positions in Å:
C  0.66860  1.54356  -0.28066  -0.0800
N  0.23531  0.23874  -0.77590  0.0294
C  -0.25344  -0.69478  0.08785  -0.4692
N  -0.64858  -1.84255  -0.47002  0.2183
N  -0.20564  -0.42561  1.34237  0.1968
H  0.76127  2.38771  -1.04921  0.1322
H  1.66337  1.42858  0.18197  0.1139
H  -0.02327  2.14511  0.17424  0.0530
H  -0.32449  0.29623  -1.69566  0.1963
H  -0.65464  -2.06731  -1.46361  0.1475
H  -1.21910  -2.48615  -0.01179  0.1082
H  0.04912  -1.03817  2.24471  0.2277
H  -0.04850  0.51465  1.71571  0.1260

SMILES string   CNC(N)=[NH2+]
Lowest unoccupied orbital energy   -3.21 eV
Highest occupied orbital energy   -15.12 eV
Total charge   +1
Molecular weight   74.1 g/mol
Kohn-Sham gap   11.91 eV

Most stable: B

A.
Density functional theory data (the ωB97M-V functional and the def2-TZVPD basis) for C6H6N as an isolated structure.

Each line ends with the Löwdin charge.
Atoms and positions in Å:
C  -2.32605  -0.08843  -0.46205  0.1040
C  -0.97901  -0.45664  -0.66255  -0.1646
C  -0.36709  0.78275  0.00932  -0.1660
C  0.69369  -0.01173  0.75573  -0.2107
C  -1.69277  0.36289  0.72712  0.1323
C  -0.45384  -1.08294  0.62138  0.1626
N  1.78717  -0.30300  -0.22781  0.2667
H  -3.31375  -0.13264  -0.90469  0.1407
H  -0.40959  1.70074  -0.38165  0.1114
H  0.90584  0.25766  1.68638  0.1136
H  2.27736  0.53593  -0.34480  0.1510
H  1.40155  -0.57510  -1.06163  0.1233
H  2.47652  -0.98950  0.24526  0.2358

Lowest unoccupied orbital energy (alpha / beta)   -5.43 / -5.21 eV
Highest occupied orbital energy (alpha / beta)   -12.95 / -13.19 eV
Total charge   +1
Molecular weight   92.1 g/mol
Kohn-Sham gap (alpha / beta)   7.53 / 7.98 eV

B.
Density functional theory data (the ωB97M-V functional and the def2-TZVPD basis) for an isolated ion of composition C6H6N and charge +1.

Each line ends with the Löwdin charge.
Atoms and positions in Å:
C  0.16786  2.10790  1.48382  0.2610
N  0.46639  1.24268  0.48953  0.1052
C  0.05637  -0.07257  0.27350  -0.2682
C  0.35122  -0.58683  -0.92730  -0.0054
C  -0.35201  -1.87783  -1.18070  -0.1001
C  -0.77477  -1.97629  0.18771  0.0904
C  -0.69329  -1.08582  1.10908  0.0991
H  -0.46660  1.90554  2.30531  0.1036
H  0.52790  3.14546  1.60332  0.1302
H  1.05810  1.44720  -0.27715  0.1470
H  0.75936  0.12822  -1.68447  0.1452
H  -1.32460  -1.78079  -1.64801  0.1529
H  0.22407  -2.59687  -1.73464  0.1390

SMILES string   C=[NH+]C1=CCC#C1
Lowest unoccupied orbital energy   -5.99 eV
Highest occupied orbital energy   -13.78 eV
Total charge   +1
Molecular weight   92.1 g/mol
Kohn-Sham gap   7.80 eV

Most stable: B

A.
Density functional theory data (the ωB97M-V functional and the def2-TZVPD basis) for an isolated ion of composition C6H6N and charge +1.

Each line ends with the Löwdin charge.
Atoms and positions in Å:
C  -0.74193  -1.28906  -0.13358  -0.0030
C  -1.60524  0.66960  0.22564  0.1924
C  -0.49158  1.52302  -0.30522  -0.0958
C  1.21825  -0.23472  0.81399  -0.0008
C  0.57259  -0.76396  -0.46133  -0.1649
C  0.76624  0.70790  -0.20802  -0.0052
N  -1.59138  -0.56897  0.46790  0.1129
H  -1.11662  -2.18191  -0.72079  0.1875
H  -0.81615  1.69075  -1.28776  0.1216
H  -0.25594  2.60422  0.03439  0.1898
H  0.51974  -0.31061  1.64838  0.1304
H  2.32320  -0.36580  0.94255  0.1609
H  1.21882  -1.48047  -1.01616  0.1742

Lowest unoccupied orbital energy (alpha / beta)   -6.82 / -6.35 eV
Highest occupied orbital energy (alpha / beta)   -14.41 / -14.63 eV
Total charge   +1
Molecular weight   92.1 g/mol
Kohn-Sham gap (alpha / beta)   7.60 / 8.28 eV

B.
Density functional theory data (the ωB97M-V functional and the def2-TZVPD basis) for C6H6N as an isolated structure.

Each line ends with the Löwdin charge.
Atoms and positions in Å:
C  2.75928  -0.33123  0.08471  0.0066
C  1.52025  -0.34448  0.82638  -0.0795
C  0.90371  0.94054  0.07737  -0.1316
C  0.02593  -0.08728  -0.65071  -0.3613
C  2.09275  0.60481  -0.59374  0.0976
C  1.06309  -1.28887  -0.37960  0.1893
N  -1.24842  -0.35289  0.05642  0.1905
H  3.66009  -0.88073  0.20041  0.1413
H  0.48004  1.88616  0.41206  0.1592
H  -0.18309  0.27903  -1.64332  0.1443
H  -1.02791  -0.07618  1.09878  0.2104
H  -1.64594  -1.34313  -0.03594  0.2101
H  -1.99536  0.42353  -0.15010  0.2233

Lowest unoccupied orbital energy (alpha / beta)   -4.90 / -4.90 eV
Highest occupied orbital energy (alpha / beta)   -13.78 / -13.78 eV
Total charge   +1
Molecular weight   92.1 g/mol
Kohn-Sham gap (alpha / beta)   8.88 / 8.88 eV

C.
Density functional theory data (the ωB97M-V functional and the def2-TZVPD basis) for an isolated ion of composition C6H6N and charge +1.

Each line ends with the Löwdin charge.
Atoms and positions in Å:
C  -2.30818  -0.01499  0.05579  0.0123
C  -1.64991  1.03936  -0.60732  0.0385
C  -1.45931  -0.93724  0.53288  -0.1037
C  -0.34392  0.92201  -0.50422  0.2754
C  0.60548  0.09012  0.00480  -0.2869
C  2.01378  0.09651  -0.09350  0.0520
N  -0.17305  -0.81939  0.53159  0.2461
H  -3.39587  -0.22072  0.22477  0.1606
H  -2.22179  1.92028  -0.98652  0.1749
H  -1.85506  -1.79529  0.96828  0.1307
H  2.33495  0.83084  0.57118  0.1070
H  2.37475  -0.80879  0.22142  0.0951
H  2.25713  0.47316  -1.02049  0.0981

Lowest unoccupied orbital energy   -6.89 eV
Highest occupied orbital energy   -15.52 eV
Total charge   +1
Molecular weight   92.1 g/mol
Kohn-Sham gap   8.63 eV

Most stable: C

A.
Density functional theory data (the ωB97M-V functional and the def2-TZVPD basis) for an isolated ion of composition C6H6N and charge +1.

Each line ends with the Löwdin charge.
Atoms and positions in Å:
C  -1.84611  0.32579  0.07229  -0.0658
C  -1.23991  -0.99962  0.09861  -0.0243
C  -1.25746  1.50080  0.02598  0.2962
C  0.06146  -1.34482  0.03991  -0.0046
C  0.94299  1.00963  0.08044  0.1515
C  2.27337  0.33301  0.00975  0.0483
N  0.91760  -0.27759  0.03484  -0.0156
H  -2.84914  0.19896  0.25553  0.1115
H  -1.82051  -1.85320  -0.14470  0.1167
H  -1.08801  2.46833  -0.32142  0.0669
H  0.27679  -2.36159  -0.15844  0.1347
H  2.81912  0.49186  -0.85707  0.0973
H  2.80981  0.50844  0.86427  0.0871

Lowest unoccupied orbital energy   -5.57 eV
Highest occupied orbital energy   -14.49 eV
Total charge   +1
Molecular weight   92.1 g/mol
Kohn-Sham gap   8.93 eV

B.
Density functional theory data (the ωB97M-V functional and the def2-TZVPD basis) for an isolated ion of composition C6H6N and charge +1.

Each line ends with the Löwdin charge.
Atoms and positions in Å:
C  2.52790  2.92475  1.66346  0.1768
C  1.74379  2.06278  1.08629  0.0512
C  1.01078  1.22614  0.44559  -0.1176
N  0.35307  0.52998  -0.29809  0.1974
C  -0.48265  -0.86097  0.12586  0.2751
C  -1.13419  -1.89299  -0.24918  -0.0814
C  -1.92042  -1.93417  -1.51722  -0.0055
H  2.79108  2.79949  2.63302  0.0718
H  2.80797  3.72870  1.15309  0.0602
H  -1.24030  -2.73917  0.38913  0.1436
H  -1.59044  -1.24458  -2.15736  0.0558
H  -2.95385  -1.69913  -1.48001  0.1074
H  -1.91272  -2.90082  -1.79458  0.0652

SMILES string   C=C=C=[N+]=C=CC
Lowest unoccupied orbital energy (alpha / beta)   -6.63 / -6.63 eV
Highest occupied orbital energy (alpha / beta)   -14.37 / -14.37 eV
Total charge   +1
Molecular weight   92.1 g/mol
Kohn-Sham gap (alpha / beta)   7.74 / 7.74 eV

C.
Density functional theory data (the ωB97M-V functional and the def2-TZVPD basis) for a 2-piece molecular cluster, C6H6N overall.

Each line ends with the Löwdin charge.
Atoms and positions in Å:
C  0.04028  1.27553  2.39752  -0.0036
C  -0.06520  1.57008  1.11308  -0.0688
C  0.03700  -1.61392  -3.19465  0.1186
C  -0.07735  0.98906  3.63372  0.0993
C  -0.00864  1.67880  -0.13410  0.1650
C  0.01631  -0.43283  -1.06074  0.1246
N  0.16811  -1.12354  -2.03640  0.0130
H  -0.71804  -1.42242  -3.90272  0.0979
H  0.82581  -2.34477  -3.46780  0.1206
H  0.35939  1.51291  4.41451  0.0710
H  -0.58059  -0.03054  3.91457  0.1552
H  0.20450  2.32011  -0.94064  0.0670
H  -0.45349  -0.75526  -0.25593  0.0402

Lowest unoccupied orbital energy (alpha / beta)   -6.18 / -6.18 eV
Highest occupied orbital energy (alpha / beta)   -13.06 / -13.06 eV
Total charge   +1
Molecular weight   92.1 g/mol
Kohn-Sham gap (alpha / beta)   6.88 / 6.88 eV

Most stable: A

A.
Density functional theory data (the ωB97M-V functional and the def2-TZVPD basis) for C6H6N as an isolated structure.

Each line ends with the Löwdin charge.
Atoms and positions in Å:
C  -0.31310  -0.33692  -0.02962  -0.2015
C  0.55651  -1.39586  0.25209  0.1594
C  -3.12991  -0.04210  0.08129  0.1330
C  -1.76823  -0.15882  -0.00240  0.2092
C  1.85141  0.58344  0.59593  0.0660
C  0.84603  0.41759  -0.46560  -0.2527
N  1.75142  -0.64724  -0.22854  -0.0029
H  -3.53085  0.89231  0.36815  0.0797
H  -3.69605  -0.89230  -0.27908  0.1003
H  2.56555  1.35383  0.35740  0.1411
H  1.49335  0.24494  1.60050  0.1599
H  1.02751  1.14144  -1.38395  0.2117
H  2.34637  -1.16032  -0.86618  0.1968

Lowest unoccupied orbital energy (alpha / beta)   -6.14 / -6.15 eV
Highest occupied orbital energy (alpha / beta)   -13.48 / -13.47 eV
Total charge   +1
Molecular weight   92.1 g/mol
Kohn-Sham gap (alpha / beta)   7.34 / 7.32 eV

B.
Density functional theory data (the ωB97M-V functional and the def2-TZVPD basis) for an isolated ion of composition C6H6N and charge +1.

Each line ends with the Löwdin charge.
Atoms and positions in Å:
C  0.16902  0.57677  1.93975  0.2297
N  0.32996  0.01546  0.83994  -0.0193
C  0.73424  -0.05899  -0.51377  -0.0611
C  -0.39863  0.54259  -1.52549  -0.0938
C  -1.51647  -0.33040  -1.21411  0.0633
C  -1.16822  -1.22174  -0.38092  0.0907
C  0.14460  -1.28308  0.20154  -0.0865
H  0.17512  1.70376  1.81375  0.1636
H  0.04102  -0.01152  2.80798  0.1249
H  1.78607  0.11111  -0.75893  0.1709
H  0.04513  0.63008  -2.56831  0.1471
H  -0.71188  1.55685  -1.18358  0.1301
H  0.37005  -2.23088  0.54218  0.1404

SMILES string   C=[N+]1[C@@H]2CC#C[C@@H]21
Lowest unoccupied orbital energy (alpha / beta)   -5.69 / -5.82 eV
Highest occupied orbital energy (alpha / beta)   -14.51 / -14.20 eV
Total charge   +1
Molecular weight   92.1 g/mol
Kohn-Sham gap (alpha / beta)   8.82 / 8.38 eV

Most stable: B